45
Properties=species:S:1:pos:R:3:nbo_charge:R:1 method="wB97M-V/def2-TZVPD" energy_ev=-35020.0656 gap_ev=3.408 lumo_ev=-7.0 e_homo_ha=-0.3813 total_charge=+1
S -0.705 0.987 4.132 0.002
O -0.406 -1.305 2.691 -0.629
O -0.082 -0.581 0.502 -0.718
C -2.312 0.440 -0.877 -0.044
C 2.148 0.781 -0.028 -0.005
C 0.056 0.566 1.306 0.255
C -2.785 -1.032 -2.736 -0.064
C 3.034 1.023 -2.288 -0.311
C 2.675 -1.392 1.230 -0.654
C 2.740 -0.498 0.020 0.054
C -1.529 1.596 -0.332 -0.405
C 1.319 1.405 1.059 -0.471
C 3.625 -0.233 -2.235 -0.207
C 0.057 0.014 2.793 -0.032
C -3.238 -0.284 -0.138 -0.181
C 2.321 1.526 -1.195 -0.337
C -1.190 1.441 1.155 -0.427
C -2.108 0.060 -2.198 -0.275
C -3.921 -1.388 -0.672 -0.093
C -3.684 -1.769 -1.977 -0.259
C 3.466 -0.973 -1.069 -0.176
B -0.775 -1.532 1.307 0.428
Be 0.779 0.119 -2.252 1.048
H 1.827 -2.062 1.161 0.269
H 1.903 2.517 -1.310 0.251
H -0.986 2.428 1.556 0.225
H 3.138 1.625 -3.178 0.255
H -3.449 -0.025 0.889 0.240
H 2.690 -0.844 2.162 0.231
H -2.047 -1.368 1.301 0.028
H -1.414 0.623 -2.812 0.182
H -2.124 2.505 -0.438 0.244
H 3.560 -2.024 1.224 0.232
H 1.931 1.636 1.929 0.256
H -0.638 1.764 -0.947 0.158
H 0.968 2.361 0.679 0.222
H 3.918 -1.952 -1.024 0.243
H -0.640 -2.723 1.074 -0.015
H 1.083 -0.111 3.150 0.181
H 4.194 -0.606 -3.069 0.252
H -4.181 -2.625 -2.403 0.238
H -2.051 1.049 1.676 0.238
H -4.623 -1.918 -0.050 0.237
H -2.602 -1.301 -3.766 0.217
H 0.061 2.079 3.999 0.117